A structure of composition C5H8N2S at a distorted geometry, computed with the ωB97M-V functional and the def2-TZVPD basis.

Cartesian coordinates (Å):
1 C 1.4674 0.0730 -0.5052
2 C 0.4945 0.9363 0.3551
3 C 0.4904 -1.0063 0.0689
4 C -0.7672 -0.6418 -0.7532
5 C -0.7657 0.8339 -0.5354
6 H 3.3341 0.8483 -0.2552
7 H 3.3138 -0.7414 -0.4820
8 H 1.3682 0.2520 -1.6165
9 H 0.7529 1.9372 0.7652
10 H -0.4791 -0.2681 1.7868
11 H 0.7542 -2.0628 0.1881
12 H -0.9389 -1.0830 -1.7459
13 H -0.9501 1.5211 -1.3386
14 N 2.8155 0.0059 -0.0223
15 N 0.4474 -0.1929 1.2945
16 S -2.2195 -0.0165 0.1257

The value obtained for the HOMO-LUMO gap is 9.92 eV. The calculation puts the calculated total energy at -19128.036 eV. The calculation puts the energy above the lowest of the compared OMol25 structures with the same formula, charge and spin at 55.0 kcal/mol. The HOMO energy is -9.00 eV.

An isolated molecule of C5H8N2S at a distorted geometry, computed with the ωB97M-V functional and the def2-TZVPD basis.

Cartesian coordinates (Å):
1 N -0.0346 2.9082 -0.2333
2 C -0.1715 1.7647 -0.1056
3 C -0.0240 0.3397 0.0474
4 C -1.2585 -0.4135 0.6975
5 S -2.8024 -0.2726 -0.2431
6 C 1.2867 -0.1896 0.7805
7 N 1.4393 -1.1417 -0.3707
8 C 0.4911 -0.4330 -1.2068
9 H -0.8982 -1.4339 0.8906
10 H -1.3394 0.0124 1.6790
11 H -2.9837 1.0557 -0.2521
12 H 2.1264 0.5460 0.8562
13 H 1.0828 -0.5951 1.7483
14 H 2.3634 -1.3610 -0.6910
15 H -0.1978 -1.0675 -1.7177
16 H 0.9204 0.2812 -1.8793

The value obtained for the HOMO-LUMO gap is 10.11 eV. The calculation puts the calculated total energy at -19128.514 eV. The calculation puts the energy above the lowest of the compared OMol25 structures with the same formula, charge and spin at 44.0 kcal/mol. Its structure (SMILES) is N#CC1(CS)CNC1. The HOMO energy is -9.38 eV.

An isolated molecule of C5H8N2S at a distorted geometry, computed with the ωB97M-V functional and the def2-TZVPD basis.

Cartesian coordinates (Å):
1 N 0.5294 1.7935 -1.6055
2 C 0.0458 0.6120 -0.9634
3 C 0.8787 0.1323 0.2094
4 C 0.7294 -1.2925 0.6595
5 C -0.7272 -1.4628 1.0276
6 S -1.5087 -2.8568 1.4180
7 N -1.2918 -0.2354 0.9561
8 C -0.4518 0.8000 0.4530
9 H 1.2605 1.5968 -2.2769
10 H -0.2423 2.2640 -2.1352
11 H -0.4612 -0.1475 -1.5456
12 H 1.7925 0.6920 0.4215
13 H 0.9813 -2.0412 -0.1285
14 H 1.3286 -1.5036 1.5422
15 H -2.3112 -0.1267 1.0695
16 H -0.5519 1.7760 0.8983

The value obtained for the HOMO-LUMO gap is 9.00 eV. The calculation puts the calculated total energy at -19129.550 eV. The calculation puts the energy above the lowest of the compared OMol25 structures with the same formula, charge and spin at 20.1 kcal/mol. Its structure (SMILES) is N[C@H]1[C@@H]2CC(=S)N[C@H]12. The HOMO energy is -8.21 eV.

An isolated molecule of C5H8N2S at a distorted geometry, computed with the ωB97M-V functional and the def2-TZVPD basis.

Cartesian coordinates (Å):
1 C -1.9214 0.4937 -0.7331
2 C -1.4896 -0.6446 -0.0994
3 C -0.1885 -0.6144 0.6744
4 C 0.9596 -1.5578 0.1055
5 C 1.7264 -0.2533 -0.0358
6 S 3.2836 0.1230 -0.3542
7 N 0.6599 0.5413 0.3510
8 N 0.4081 1.9234 0.4765
9 H -1.2477 1.2917 -1.0463
10 H -2.9109 0.6057 -1.2562
11 H -2.1497 -1.6047 -0.1608
12 H -0.5036 -0.8178 1.7095
13 H 0.5359 -1.9803 -0.8840
14 H 1.5352 -2.2672 0.7633
15 H 1.2030 2.5118 0.9319
16 H 0.0997 2.2494 -0.4423

The value obtained for the HOMO-LUMO gap is 9.30 eV. The calculation puts the calculated total energy at -19126.936 eV. The calculation puts the energy above the lowest of the compared OMol25 structures with the same formula, charge and spin at 80.4 kcal/mol. Its structure (SMILES) is C=C[C@H]1CC(=S)N1N. The HOMO energy is -8.41 eV.

An isolated molecule of C5H8N2Se at a distorted geometry, computed with the ωB97M-V functional and the def2-TZVPD basis.

Cartesian coordinates (Å):
1 C 0.6996 1.7386 0.6505
2 C -0.6861 2.0232 0.2571
3 C 1.4808 -0.5983 0.4045
4 C -2.7369 1.2472 -0.5540
5 C 2.1235 -3.2971 -0.0479
6 N 1.2399 0.5846 0.4275
7 N -1.3319 1.0230 -0.1500
8 Se 2.2715 -1.5272 -0.9583
9 H 1.2485 2.4945 1.1445
10 H -1.0550 2.9377 0.5938
11 H -2.9277 2.3093 -0.7567
12 H -2.9990 0.5283 -1.3967
13 H -3.4884 1.0811 0.1830
14 H 3.0123 -3.9853 -0.2142
15 H 1.8853 -2.7488 0.8894
16 H 1.2636 -3.8108 -0.4726

The value obtained for the HOMO-LUMO gap (alpha / beta) is 6.63 / 7.02 eV. The calculation puts the calculated total energy at -73635.334 eV. The calculation puts the energy above the lowest of the compared OMol25 structures with the same formula, charge and spin at 26.2 kcal/mol. The HOMO energy (alpha / beta) is -5.74 / -8.79 eV. As for the spin multiplicity: 3.

The ion C5H8N3 with charge +1 at a distorted geometry, computed with the ωB97M-V functional and the def2-TZVPD basis.

Cartesian coordinates (Å):
1 C 0.4111 -0.4276 -2.2570
2 N -0.3403 0.3203 -1.2440
3 N -1.1758 -0.4123 -0.6966
4 C -1.9787 -0.2454 0.3623
5 C -1.5382 0.1910 1.5626
6 C -0.2055 0.4614 1.7637
7 C 0.8844 0.3889 1.0239
8 N 2.0124 0.4348 0.4998
9 H 0.5598 0.3269 -3.0023
10 H 1.3098 -0.8088 -1.8651
11 H -0.3529 -1.1742 -2.5957
12 H -2.9296 -0.6725 0.3503
13 H -2.0488 -0.2187 2.4968
14 H 0.1018 0.7486 2.8646
15 H 2.4875 1.2863 0.1647
16 H 2.8031 -0.1987 0.5720

The net charge is +1. The value obtained for the HOMO-LUMO gap (alpha / beta) is 7.83 / 7.83 eV. The calculation puts the calculated total energy at -9773.170 eV. The calculation puts the energy above the lowest of the compared OMol25 structures with the same formula, charge and spin at 123.9 kcal/mol. Its structure (SMILES) is C/N=N/C=C\C=C=[NH2+]. The HOMO energy (alpha / beta) is -12.85 / -12.85 eV.

The ion C5H8N3O with charge +1 at a distorted geometry, computed with the ωB97M-V functional and the def2-TZVPD basis.

Cartesian coordinates (Å):
1 C -0.7040 -1.4676 -0.6943
2 C -0.9240 -0.0620 -0.3561
3 N -2.3260 0.1020 0.1490
4 C -0.0440 0.9297 -0.3042
5 N 1.2144 0.7164 -0.9199
6 C 2.4191 0.7122 -0.5206
7 N 2.8348 0.5376 0.7634
8 C 2.4418 0.3529 1.8857
9 O 2.1509 0.3398 3.0090
10 H -1.5776 -1.7939 -1.3070
11 H -0.6509 -2.0482 0.2798
12 H 0.2973 -1.6600 -1.2054
13 H -2.3821 0.8934 0.9045
14 H -2.6602 -0.8881 0.3530
15 H -2.9940 0.5011 -0.6727
16 H -0.2593 1.9201 0.0381
17 H 3.1639 0.9145 -1.4024

The net charge is +1. The value obtained for the HOMO-LUMO gap is 8.97 eV. The calculation puts the calculated total energy at -11823.579 eV. The calculation puts the energy above the lowest of the compared OMol25 structures with the same formula, charge and spin at 55.0 kcal/mol. Its structure (SMILES) is C/C([NH3+])=C\N=C/N=C=O. The HOMO energy is -12.88 eV.

The ion C5H8N3O2 with charge -1 at a distorted geometry, computed with the ωB97M-V functional and the def2-TZVPD basis.

Cartesian coordinates (Å):
1 C -1.0755 -2.3220 1.2759
2 N -0.4754 -1.1239 0.7591
3 N 0.8000 -0.8190 1.2042
4 C 1.1796 0.2951 0.6323
5 C 0.3484 0.8064 -0.4598
6 C -0.1365 2.2380 -0.5040
7 N 1.0823 0.4359 -1.7069
8 O 2.0638 1.2719 -2.0660
9 C -0.9656 -0.3649 -0.2280
10 O -2.0532 -0.4197 -0.7704
11 H -1.8168 -2.6726 0.5583
12 H -0.2945 -3.0708 1.4075
13 H -1.5589 -2.1370 2.2410
14 H 2.1823 0.6443 0.8084
15 H -1.1870 2.2727 -0.7831
16 H 0.4582 2.7588 -1.2537
17 H -0.0112 2.7264 0.4621
18 H 1.4599 -0.5195 -1.5767

The net charge is -1. The value obtained for the HOMO-LUMO gap (alpha / beta) is 5.27 / 5.27 eV. The calculation puts the calculated total energy at -13877.332 eV. The calculation puts the energy above the lowest of the compared OMol25 structures with the same formula, charge and spin at 36.1 kcal/mol. Its structure (SMILES) is CN1N=C[C@@](C)(N[O-])C1=O. The HOMO energy (alpha / beta) is -1.65 / -1.65 eV.